a) C5H8N3 | ωB97M-V/def2-TZVPD

Summary:
HOMO level	-14.1	eV
frontier orbital gap	10.1231	eV
structure (SMILES)	C1=C[N@H+]2CN=N[C@H]2C1
net charge	+1
LUMO level	-3.9	eV

Cartesian coordinates (Å):
1 C -1.418 -0.462 0.741
2 C -1.349 0.591 -0.051
3 N -0.072 0.575 -0.751
4 C 1.135 1.302 0.138
5 N 2.114 0.327 -0.024
6 N 1.857 -0.743 -0.399
7 C 0.480 -0.867 -0.708
8 C -0.280 -1.394 0.573
9 H -2.153 -0.448 1.520
10 H -1.937 1.399 -0.235
11 H -0.106 1.068 -1.681
12 H 0.607 1.388 1.106
13 H 1.443 2.233 -0.333
14 H 0.305 -1.274 -1.731
15 H 0.251 -1.397 1.546
16 H -0.876 -2.298 0.289

Atom charges from the natural (NBO) analysis, given in e for atoms 1 to 5:
1. C -0.131
2. C -0.076
3. N -0.427
4. C -0.092
5. N -0.091

---

b) C5H8N3 | ωB97M-V/def2-TZVPD

Summary:
HOMO level (alpha / beta)	-11.5 / -11.2	eV
frontier orbital gap (alpha / beta)	6.6902 / 5.9279	eV
structure (SMILES)	C=[NH+]/C=C\C(N)=C=N
net charge	+1
LUMO level (alpha / beta)	-4.8 / -5.3	eV

Cartesian coordinates (Å):
1 C -2.085 -1.279 -0.239
2 N -2.214 0.001 0.078
3 C -1.321 1.059 0.095
4 C -0.001 1.194 -0.121
5 C 1.217 0.472 0.001
6 N 2.469 1.042 -0.186
7 C 1.390 -0.829 0.362
8 N 1.772 -1.948 0.223
9 H -2.959 -2.030 -0.124
10 H -1.338 -1.548 -0.927
11 H -3.202 0.263 0.483
12 H -1.810 2.049 0.106
13 H 0.116 2.195 -0.238
14 H 3.146 0.266 -0.282
15 H 2.808 1.912 0.001
16 H 2.010 -2.819 0.769

Atom charges from the natural (NBO) analysis, given in e for atoms 1 to 5:
1. C -0.065
2. N -0.421
3. C -0.083
4. C -0.161
5. C -0.039

---

c) C5H8N3 | ωB97M-V/def2-TZVPD

Summary:
HOMO level (alpha / beta)	-15.0 / -14.8	eV
frontier orbital gap (alpha / beta)	7.4291 / 7.3399	eV
structure (SMILES)	CC1=NC[C@@H]2C[N+]2=N1
net charge	+1
LUMO level (alpha / beta)	-7.5 / -7.5	eV

Cartesian coordinates (Å):
1 C 2.467 -0.316 1.001
2 C 1.183 -0.172 0.311
3 N 0.942 0.317 -0.832
4 C -0.308 0.234 -1.519
5 C -1.489 -0.303 -0.625
6 C -2.122 0.549 0.338
7 N -1.104 -0.399 0.662
8 N 0.116 -0.515 1.169
9 H 2.285 -1.140 1.747
10 H 2.578 0.572 1.674
11 H 3.186 -0.352 0.288
12 H -0.232 -0.617 -2.234
13 H -0.482 1.304 -2.017
14 H -1.998 -1.024 -1.220
15 H -1.863 1.640 0.432
16 H -3.159 0.222 0.825

Atom charges from the natural (NBO) analysis, given in e for atoms 1 to 5:
1. C -0.649
2. C 0.371
3. N -0.248
4. C -0.269
5. C -0.125

---

Stability check: which of them is most stable? a).